Computed, not measured: a 2-piece molecular cluster, C6H17NP overall, with ωB97M-V/def2-TZVPD.

Computed properties:
ΔE to the lowest compared entry with this formula, charge and spin	33.20	kcal/mol
gap between HOMO and LUMO	8.39	eV
LUMO	-0.148	Ha
E_HOMO	-12.4256	eV
total charge	+1

Positions of all 25 atoms, in Å:
C: 0.742749 -0.928765 1.345258
C: -3.057855 1.683042 1.544062
C: -0.482644 1.598359 0.221569
C: 2.368269 -1.496219 -3.082412
C: -0.493189 -0.847202 0.522871
C: -2.177238 0.508624 1.375160
N: -1.108904 0.409062 0.682169
P: 2.155939 -0.554712 -1.567919
H: 1.280208 -1.834552 1.323167
H: 1.667911 -0.317663 1.038890
H: 0.646320 -0.934575 2.367829
H: -3.887353 1.614146 0.807457
H: -3.520154 1.572421 2.582797
H: -2.563591 2.687564 1.425260
H: 0.210828 1.270408 -0.573453
H: -1.293397 2.334643 -0.032912
H: -0.066465 2.074160 1.094396
H: 3.411675 -1.595555 -3.167419
H: 2.057064 -1.050483 -4.013689
H: 1.910101 -2.448754 -2.929007
H: -1.210655 -1.609414 0.642739
H: -0.214705 -0.918082 -0.562146
H: -2.503032 -0.448438 1.844870
H: 2.865906 0.395414 -2.149066
H: 3.262211 -1.163432 -0.740472

Cartesian forces (eV/Å) of the 3 atoms listed first:
C 2.9 0.4 -1.4
C -0.2 0.8 1.2
C -0.4 1.3 -1.0

Computed, not measured: a 8-piece molecular cluster, C72H152N8O8 overall, with ωB97M-V/def2-TZVPD.

Computed properties:
ΔE to the lowest compared entry with this formula, charge and spin	4.13	kcal/mol
spin multiplicity	2
gap between HOMO and LUMO (spin up / spin down)	6.40 / 2.54	eV
LUMO (spin up / spin down)	-0.096 / -0.238	Ha
E_HOMO (spin up / spin down)	-9.0107 / -9.0107	eV
total charge	+1

Positions of all 240 atoms, in Å:
C: -2.206226 9.531810 4.464455
C: -2.233756 8.894786 3.064574
C: -2.347622 10.065139 2.091536
C: -1.970948 9.700728 0.680159
C: -0.690013 8.977654 0.612136
C: -0.490229 7.752871 1.441276
N: -0.990398 8.090946 2.811133
O: -0.716884 7.104849 3.754376
C: -1.137191 6.431704 0.818994
C: 1.014257 7.541290 1.443147
C: -3.513579 8.060950 2.904909
H: -1.228105 9.974310 4.653089
H: -2.437924 8.803067 5.241197
H: -3.047820 10.220859 4.535362
H: -3.372221 10.424079 1.994284
H: -1.730433 10.888519 2.451010
H: -1.982480 10.557546 0.006489
H: -2.751349 9.120465 0.187844
H: 0.103672 9.678639 0.870581
H: -0.472720 8.831313 -0.445913
H: -2.225374 6.492649 0.803430
H: -0.794218 6.468037 -0.215001
H: -0.831167 5.501037 1.296811
H: 1.438155 7.730949 0.457019
H: 1.525177 8.170431 2.172004
H: 1.230111 6.504651 1.701772
H: -3.469253 7.222846 3.600408
H: -3.755160 7.703285 1.904000
H: -4.384520 8.664734 3.159872
H: -0.057406 7.495373 4.332466
C: -4.194443 3.490908 -6.843956
C: -4.303043 2.119445 -6.152429
C: -2.870522 1.903393 -5.552433
C: -2.801697 0.641334 -4.636798
C: -3.834830 0.707133 -3.545258
C: -5.263794 1.089414 -3.986452
N: -5.312146 2.134778 -5.047796
O: -6.617730 2.535147 -5.474875
C: -6.035012 -0.174992 -4.472199
C: -6.028812 1.479828 -2.730357
C: -4.577388 1.113985 -7.234786
H: -5.175176 3.673830 -7.283050
H: -3.513311 3.399127 -7.689973
H: -3.745035 4.214194 -6.163518
H: -2.073968 1.887728 -6.296318
H: -2.589256 2.662668 -4.822706
H: -1.809988 0.622759 -4.184822
H: -2.934345 -0.204037 -5.311968
H: -3.375953 1.479767 -2.928347
H: -3.792090 -0.168936 -2.898131
H: -5.737675 -0.636309 -5.413936
H: -5.920222 -0.989360 -3.756842
H: -7.088255 -0.093740 -4.740858
H: -7.003575 1.939976 -2.892222
H: -6.097662 0.698386 -1.973584
H: -5.432239 2.294880 -2.320601
H: -4.140877 0.185007 -6.867949
H: -4.048674 1.450056 -8.126752
H: -5.592435 0.860005 -7.540198
H: -6.804535 3.273048 -4.889897
C: 7.908766 3.400931 2.365090
C: 8.051232 2.325014 3.435285
C: 8.138853 2.830287 4.897342
C: 6.787643 3.191748 5.501823
C: 5.811640 2.040764 5.305847
C: 5.710469 1.357016 3.911916
N: 7.067216 1.256999 3.309813
O: 7.153013 0.457279 2.158710
C: 5.108921 -0.108826 4.078519
C: 4.742150 2.118308 3.005208
C: 9.473960 1.738290 3.172565
H: 7.757377 3.056501 1.342079
H: 8.798190 4.023953 2.271000
H: 7.115775 4.064015 2.710894
H: 8.620093 2.065958 5.507503
H: 8.766507 3.720427 4.939819
H: 6.309756 4.060330 5.048726
H: 6.782312 3.373115 6.576615
H: 4.828802 2.494991 5.431597
H: 5.977326 1.259406 6.047560
H: 4.081666 -0.077663 4.441686
H: 5.173072 -0.631902 3.124384
H: 5.608009 -0.688002 4.855417
H: 3.693309 1.844824 3.120248
H: 4.724030 3.205555 3.080428
H: 4.837849 1.787042 1.971191
H: 9.713425 0.855583 3.765509
H: 10.377637 2.322797 3.345231
H: 9.539259 1.384727 2.143572
H: 7.512514 -0.376948 2.469226
C: -0.380949 -1.938164 1.083202
C: -0.193515 -1.082791 -0.168294
C: -1.598981 -0.486649 -0.456969
C: -2.048254 0.664854 0.401543
C: -1.041008 1.771865 0.318420
C: 0.438311 1.318879 0.625621
N: 0.772434 0.041482 -0.081534
O: 2.135111 -0.459263 0.143212
C: 1.272017 2.551869 0.119154
C: 0.642913 1.229233 2.150108
C: 0.158437 -1.966290 -1.359658
H: -0.959884 -2.849845 0.935604
H: -0.780132 -1.327486 1.893025
H: 0.588794 -2.308407 1.415795
H: -1.808714 -0.276455 -1.505740
H: -2.424693 -1.182903 -0.310248
H: -2.309502 0.426318 1.432541
H: -3.060178 0.721013 0.000366
H: -1.308058 2.532290 1.052266
H: -1.042548 2.362827 -0.597473
H: 1.260881 2.593059 -0.970010
H: 0.966400 3.495716 0.570649
H: 2.292660 2.448395 0.487490
H: 0.056060 0.390941 2.525543
H: 1.678783 0.960280 2.356850
H: 0.241815 2.007364 2.799519
H: -0.544244 -2.781859 -1.530514
H: 1.166036 -2.367195 -1.249517
H: 0.312145 -1.441367 -2.302485
H: 2.590757 -0.008984 -0.571790
C: -6.619497 -1.819145 -0.098262
C: -6.867105 -3.165851 0.527654
C: -5.964398 -4.249414 -0.151864
C: -4.497587 -4.165183 0.213135
C: -4.344879 -4.199271 1.773865
C: -5.228100 -3.156865 2.519840
N: -6.604725 -3.212909 2.005462
O: -7.575908 -2.591021 2.769572
C: -5.168214 -3.636198 3.971729
C: -4.706848 -1.747353 2.385225
C: -8.340616 -3.700008 0.322693
H: -7.104845 -1.733874 -1.070514
H: -5.565683 -1.623143 -0.296099
H: -7.121563 -1.151902 0.602315
H: -6.352760 -5.264856 -0.073423
H: -6.100737 -4.172409 -1.230565
H: -4.139486 -3.240532 -0.239522
H: -3.862519 -4.936080 -0.223343
H: -3.340502 -4.255973 2.193532
H: -4.711257 -5.201102 1.997897
H: -6.030464 -3.245931 4.512407
H: -5.342597 -4.699028 4.139332
H: -4.225672 -3.398471 4.464893
H: -3.747758 -1.795199 2.900936
H: -4.559449 -1.515488 1.330418
H: -5.369406 -1.020051 2.854427
H: -8.410196 -4.728860 0.675852
H: -8.522090 -3.722071 -0.751865
H: -9.006000 -3.100820 0.944260
H: -8.153140 -3.321856 3.002556
C: 0.140321 -4.895184 6.978765
C: 0.042504 -4.594450 5.423957
C: -0.828265 -3.330288 5.082129
C: -0.021924 -2.079176 5.425863
C: 1.422133 -2.000828 4.876186
C: 2.209073 -3.269366 5.181403
N: 1.340597 -4.433694 4.792134
O: 2.042882 -5.665226 4.900811
C: 3.468651 -3.258178 4.150195
C: 2.654366 -3.415274 6.610896
C: -0.733511 -5.803147 4.696722
H: 0.858887 -5.672034 7.240032
H: -0.874611 -5.198007 7.236309
H: 0.130336 -3.972872 7.559585
H: -1.176947 -3.384574 4.050834
H: -1.639148 -3.496903 5.791203
H: 0.070564 -1.974497 6.506869
H: -0.603019 -1.274023 4.976247
H: 1.941296 -1.214553 5.424230
H: 1.494673 -1.625675 3.855351
H: 4.202373 -3.996381 4.473917
H: 3.195957 -3.418143 3.107058
H: 3.801844 -2.226816 4.265794
H: 2.732411 -4.461442 6.906775
H: 3.646024 -2.981467 6.739420
H: 2.027615 -2.850917 7.301384
H: -0.538924 -5.779468 3.624489
H: -1.807119 -5.699033 4.853608
H: -0.462551 -6.781285 5.094124
H: 2.045294 -5.946238 3.982866
C: 6.914000 2.465408 -1.911564
C: 5.741952 1.823960 -2.669372
C: 6.167598 1.666761 -4.165817
C: 7.134282 0.472141 -4.281174
C: 6.480167 -0.749317 -3.781562
C: 5.952182 -0.810775 -2.381357
N: 5.253948 0.520229 -2.091527
O: 4.892192 0.592658 -0.741520
C: 4.833614 -1.913434 -2.198509
C: 7.135077 -1.185690 -1.571635
C: 4.558299 2.828715 -2.669870
H: 6.696160 2.783292 -0.891956
H: 7.373804 3.317792 -2.411692
H: 7.710628 1.763561 -1.664770
H: 5.281643 1.408336 -4.745817
H: 6.658692 2.546477 -4.581793
H: 8.077825 0.595112 -3.749485
H: 7.527893 0.329734 -5.287596
H: 7.030704 -1.623714 -4.128631
H: 5.665323 -0.906548 -4.488246
H: 4.661325 -1.996310 -1.125403
H: 3.911753 -1.635852 -2.709607
H: 5.068410 -2.916298 -2.555189
H: 7.063548 -1.156261 -0.484386
H: 7.435827 -2.206704 -1.806522
H: 8.008242 -0.554183 -1.735626
H: 4.520581 3.503969 -3.524686
H: 4.549375 3.455975 -1.778492
H: 3.612539 2.290489 -2.732698
H: 5.784848 0.644715 -0.392152
C: -3.300316 -3.277059 -6.104440
C: -2.103180 -4.094710 -5.646502
C: -2.102257 -3.861903 -4.094229
C: -1.316955 -5.089656 -3.332988
C: -1.705610 -6.487935 -3.745394
C: -1.729963 -6.753372 -5.192794
N: -2.421505 -5.585644 -5.878810
O: -2.867558 -5.889235 -7.099126
C: -0.262539 -7.090463 -5.768073
C: -2.690593 -8.010539 -5.338629
C: -0.763916 -3.661204 -6.255421
H: -4.111633 -3.267248 -5.376583
H: -3.741954 -3.665817 -7.022014
H: -3.000222 -2.248710 -6.305785
H: -1.507054 -2.996987 -3.801414
H: -3.099758 -3.688703 -3.690379
H: -1.579731 -4.868106 -2.298598
H: -0.273127 -4.937817 -3.607709
H: -2.682023 -6.469724 -3.261271
H: -1.117630 -7.232680 -3.208992
H: -0.363847 -7.243669 -6.842482
H: 0.493572 -6.333902 -5.558284
H: 0.029160 -7.965859 -5.187811
H: -2.155159 -8.906664 -5.025003
H: -3.689553 -7.855846 -4.930910
H: -2.855161 -8.150567 -6.407003
H: -0.866511 -2.642987 -6.630671
H: -0.449737 -4.129467 -7.188223
H: 0.099823 -3.877697 -5.626781
H: -3.768627 -6.186245 -6.952621

Cartesian forces (eV/Å) of the 3 atoms listed first:
C -0.3 -1.1 0.0
C -0.5 -0.7 -0.4
C 0.3 0.2 -0.8

Computed, not measured: a 2-piece molecular cluster, C3H9OS overall, with ωB97M-V/def2-TZVPD.

Computed properties:
ΔE to the lowest compared entry with this formula, charge and spin	40.98	kcal/mol
gap between HOMO and LUMO	7.04	eV
LUMO	0.156	Ha
E_HOMO	-2.8047	eV
total charge	-1

Positions of all 14 atoms, in Å:
C: 1.903319 -0.263033 -1.856827
O: 1.994012 -1.377059 -0.956698
H: 1.312643 -0.620746 -2.635253
H: 1.323466 0.620985 -1.445945
H: 2.823182 0.220861 -2.348276
C: -1.126533 1.031858 1.464683
C: -1.643600 -0.288960 1.152852
S: -0.991452 -0.903133 -0.441717
H: -1.422876 1.921147 0.744547
H: -0.103823 1.028331 1.235199
H: -1.126509 1.413134 2.443838
H: -1.276592 -1.033854 1.940680
H: -2.663616 -0.343709 1.368082
H: 0.998376 -1.405825 -0.665159

Cartesian forces (eV/Å) of the 3 atoms listed first:
C 0.5 1.7 0.6
O -0.6 1.2 0.0
H -1.1 -0.2 -1.9

Computed, not measured: a 2-piece molecular cluster, C3H4OS2 overall, with ωB97M-V/def2-TZVPD.

Computed properties:
ΔE to the lowest compared entry with this formula, charge and spin	67.09	kcal/mol
gap between HOMO and LUMO	9.51	eV
LUMO	-0.009	Ha
E_HOMO	-9.7524	eV
SMILES	C#CC(=O)S.S

Positions of all 10 atoms, in Å:
C: 0.800173 2.755037 1.285906
C: 0.412017 2.098268 0.370521
C: -0.165350 1.561115 -0.845837
O: 0.315158 1.404897 -1.932015
S: -2.018672 1.435364 -0.520749
S: 0.379416 -1.666235 0.484067
H: 0.980212 3.313341 2.146044
H: 0.973740 -2.878955 0.561797
H: -2.295007 0.405376 -1.366096
H: 0.240882 -1.860621 -0.909283

Cartesian forces (eV/Å) of the 3 atoms listed first:
C -0.3 -0.2 0.0
C 0.3 -0.3 -1.2
C -1.7 0.4 -0.4

Computed, not measured: a 2-piece molecular cluster, CH7NOS2 overall, with ωB97M-V/def2-TZVPD.

Computed properties:
ΔE to the lowest compared entry with this formula, charge and spin	10.18	kcal/mol
gap between HOMO and LUMO	8.96	eV
LUMO	0.004	Ha
E_HOMO	-8.8528	eV
SMILES	NCO.SS

Positions of all 12 atoms, in Å:
S: 0.684354 2.237159 1.648704
S: 1.890409 2.065248 -0.070203
H: 1.105866 1.145387 2.298539
H: 2.907774 1.424012 0.518282
N: -1.814901 -2.884223 -2.303577
C: -1.413528 -2.332016 -1.046477
O: -2.030850 -3.071523 0.017894
H: -1.132186 -3.538963 -2.647017
H: -2.718567 -3.328472 -2.234595
H: -0.332942 -2.400121 -0.975934
H: -1.705105 -1.288745 -0.944567
H: -1.749726 -2.694662 0.863738

Cartesian forces (eV/Å) of the 3 atoms listed first:
S 0.2 0.2 0.0
S -0.2 -0.3 0.1
H -0.1 -0.2 -0.2

Computed, not measured: one molecule with the formula C3H5NS2, with ωB97M-V/def2-TZVPD.

Computed properties:
ΔE to the lowest compared entry with this formula, charge and spin	64.88	kcal/mol
gap between HOMO and LUMO	8.17	eV
LUMO	-0.020	Ha
E_HOMO	-8.7113	eV
SMILES	C/C=N\SC=S

Positions of all 11 atoms, in Å:
C: 1.823001 -0.599586 0.140102
C: 1.038375 0.605812 -0.216154
C: -2.713988 0.196559 0.214531
H: 1.471207 -1.618736 0.454829
H: 2.406495 -0.970769 -0.872063
H: 2.662340 -0.358222 0.888640
H: 1.688799 1.555176 -0.142403
H: -2.511820 1.191070 0.424436
N: -0.291365 0.803984 -0.415326
S: -1.250692 -0.681909 -0.364579
S: -4.322353 -0.123382 -0.112011

Cartesian forces (eV/Å) of the 3 atoms listed first:
C 3.2 -2.4 -1.5
C -3.5 1.8 0.6
C -1.9 -2.1 -2.8

Number 1: F_max 0.06316 hartree/bohr. Number 2: F_max 0.06784 hartree/bohr. Number 3: F_max 0.08106 hartree/bohr. Number 4: F_max 0.03663 hartree/bohr. Number 5: F_max 0.00887 hartree/bohr. Number 6: F_max 0.09446 hartree/bohr.